The following is a quantum chemistry calculation of C37H31N4O3PdSTe as an isolated structure, from OMol25.

Properties
2S+1 ... 1
HOMO energy ... -4.411 eV
LUMO energy ... 2.22 eV
Relative energy (zero: lowest compared OMol25 entry of this formula, charge and spin) ... 6.0 kcal per mole
Largest force on an atom ... 0.6 eV Å⁻¹
Charge ... -1

Element x y z (Å)
Pd (-0.082, -0.134, -0.116)
N (-3.757, 1.450, -1.804)
C (-2.686, 0.749, -1.277)
S (-1.451, 1.692, -0.495)
N (-2.704, -0.533, -1.424)
N (-1.589, -1.170, -0.887)
C (-1.699, -2.442, -0.765)
C (-0.707, -3.358, -0.260)
C (-1.116, -4.688, -0.081)
C (-0.266, -5.660, 0.395)
C (1.051, -5.294, 0.698)
C (1.490, -4.005, 0.521)
C (0.635, -2.983, 0.034)
O (1.123, -1.801, -0.157)
H (-3.943, 2.332, -1.356)
H (-4.570, 0.879, -1.973)
H (-2.651, -2.863, -1.078)
H (-2.144, -4.940, -0.321)
H (-0.607, -6.677, 0.532)
H (1.740, -6.039, 1.083)
H (2.510, -3.724, 0.753)
C (0.520, 3.339, 6.296)
C (0.263, 2.323, 5.212)
C (-0.586, 1.236, 5.410)
C (-0.848, 0.314, 4.420)
C (-1.828, -0.745, 4.753)
O (-2.006, -1.104, 5.909)
C (-2.727, -1.315, 3.697)
C (-3.025, -2.670, 3.712)
C (-3.950, -3.187, 2.817)
C (-4.603, -2.345, 1.928)
C (-4.309, -0.987, 1.918)
C (-3.360, -0.477, 2.787)
C (-0.181, 0.365, 3.130)
O (-0.327, -0.556, 2.304)
C (0.699, 1.514, 2.920)
C (0.857, 2.436, 3.972)
C (1.496, 1.733, 1.713)
N (1.450, 1.057, 0.607)
C (2.323, 1.388, -0.542)
C (3.823, 1.147, -0.408)
Te (4.530, -0.853, -0.106)
C (4.329, -0.851, 1.996)
C (3.092, -1.088, 2.589)
C (2.971, -1.040, 3.974)
C (4.075, -0.760, 4.766)
C (5.313, -0.536, 4.176)
C (5.440, -0.583, 2.794)
C (2.496, 2.855, 1.807)
C (2.268, 4.057, 1.152)
C (3.197, 5.087, 1.235)
C (4.358, 4.918, 1.976)
C (4.581, 3.721, 2.645)
C (3.654, 2.696, 2.565)
H (-0.049, 3.096, 7.194)
H (0.234, 4.348, 5.988)
H (1.576, 3.373, 6.576)
H (-1.092, 1.104, 6.361)
H (-2.529, -3.312, 4.428)
H (-4.164, -4.249, 2.817)
H (-5.331, -2.745, 1.233)
H (-4.803, -0.330, 1.213)
H (-3.100, 0.575, 2.757)
H (1.489, 3.300, 3.819)
H (2.178, 2.436, -0.823)
H (1.951, 0.787, -1.369)
H (4.277, 1.732, 0.384)
H (4.289, 1.464, -1.343)
H (2.221, -1.287, 1.975)
H (2.004, -1.213, 4.427)
H (3.970, -0.714, 5.843)
H (6.179, -0.321, 4.791)
H (6.403, -0.403, 2.331)
H (1.354, 4.189, 0.583)
H (3.010, 6.022, 0.722)
H (5.084, 5.720, 2.036)
H (5.480, 3.585, 3.234)
H (3.817, 1.762, 3.091)

The following is a quantum chemistry calculation of one molecule with the formula C3H7FN2O, from OMol25.

Properties
2S+1 ... 1
HOMO energy ... -10.038 eV
LUMO energy ... 0.78 eV
SMILES ... CNN(F)C(C)=O
Relative energy (zero: lowest compared OMol25 entry of this formula, charge and spin) ... 86.2 kcal per mole
Largest force on an atom ... 5.3 eV Å⁻¹
Charge ... 0

Element x y z (Å)
C (2.099, -0.683, 0.193)
N (1.380, -0.417, -1.033)
N (-0.125, 0.251, -0.888)
F (-0.053, 1.439, -0.178)
C (-1.222, -0.490, -0.559)
C (-2.419, 0.414, -0.252)
O (-1.305, -1.683, -0.641)
H (1.702, -1.493, 0.683)
H (3.112, -0.968, -0.012)
H (2.233, 0.195, 1.036)
H (1.897, 0.465, -1.459)
H (-2.629, 0.273, 0.743)
H (-3.216, 0.051, -0.871)
H (-2.312, 1.412, -0.467)

The following is a quantum chemistry calculation of C51H48BaN7O2S as an isolated structure, from OMol25.

Properties
2S+1 ... 1
HOMO energy ... -5.203 eV
LUMO energy ... 0.73 eV
Relative energy (zero: lowest compared OMol25 entry of this formula, charge and spin) ... 0.6 kcal per mole
Largest force on an atom ... 0.6 eV Å⁻¹
Charge ... -1

Element x y z (Å)
Ba (-0.040, -0.433, -0.367)
C (-2.258, -2.276, 2.158)
C (-0.814, -2.498, 2.615)
C (-0.605, -3.947, 3.051)
C (-0.445, -1.498, 3.688)
C (-1.086, -1.581, 4.920)
C (-0.846, -0.658, 5.920)
C (0.028, 0.387, 5.669)
C (0.679, 0.512, 4.449)
C (1.564, 1.724, 4.224)
C (2.810, 1.683, 5.110)
C (0.785, 3.023, 4.446)
C (0.472, -0.458, 3.449)
N (1.109, -0.327, 2.194)
C (2.439, -0.402, 2.214)
O (3.171, -0.755, 3.150)
C (3.147, 0.173, 0.984)
C (4.368, 0.799, 1.217)
C (4.964, 1.500, 0.183)
C (4.335, 1.563, -1.049)
C (3.135, 0.885, -1.221)
N (2.574, 0.198, -0.220)
C (2.438, 1.023, -2.578)
O (3.057, 1.661, -3.448)
N (1.246, 0.460, -2.668)
C (0.536, 0.558, -3.884)
C (0.675, -0.434, -4.874)
C (-0.100, -0.339, -6.026)
C (-1.006, 0.689, -6.218)
C (-1.156, 1.647, -5.232)
C (-0.404, 1.596, -4.064)
C (-0.573, 2.671, -3.006)
C (0.394, 3.834, -3.249)
C (-2.005, 3.189, -2.890)
C (1.656, -1.594, -4.794)
C (3.077, -1.145, -5.150)
C (1.639, -2.396, -3.493)
H (-2.495, -2.933, 1.321)
H (-2.416, -1.238, 1.841)
H (-2.956, -2.466, 2.979)
H (-0.157, -2.348, 1.759)
H (-1.271, -4.219, 3.874)
H (0.423, -4.105, 3.382)
H (-0.808, -4.615, 2.211)
H (-1.789, -2.389, 5.094)
H (-1.345, -0.740, 6.879)
H (0.204, 1.129, 6.441)
H (1.891, 1.709, 3.183)
H (2.533, 1.739, 6.167)
H (3.467, 2.531, 4.892)
H (3.359, 0.758, 4.939)
H (0.484, 3.132, 5.490)
H (-0.121, 3.049, 3.835)
H (1.401, 3.891, 4.190)
H (4.800, 0.728, 2.204)
H (5.906, 2.011, 0.343)
H (4.731, 2.116, -1.888)
H (0.013, -1.102, -6.789)
H (-1.596, 0.736, -7.125)
H (-1.872, 2.447, -5.373)
H (-0.299, 2.220, -2.049)
H (0.135, 4.344, -4.182)
H (1.419, 3.476, -3.332)
H (0.332, 4.565, -2.436)
H (-2.301, 3.756, -3.775)
H (-2.089, 3.868, -2.037)
H (-2.722, 2.375, -2.758)
H (1.334, -2.286, -5.580)
H (3.440, -0.390, -4.455)
H (3.106, -0.707, -6.150)
H (3.756, -2.002, -5.129)
H (2.152, -1.874, -2.686)
H (2.149, -3.349, -3.647)
H (0.627, -2.623, -3.156)
S (-5.422, 5.931, 1.567)
N (-5.723, 4.450, 0.995)
C (-4.553, 3.857, 0.842)
C (-4.348, 2.508, 0.350)
C (-5.398, 1.677, -0.041)
C (-5.110, 0.414, -0.503)
C (-3.774, 0.017, -0.559)
N (-2.771, 0.798, -0.195)
C (-3.037, 2.031, 0.255)
C (-1.893, 2.886, 0.631)
N (-0.670, 2.367, 0.503)
C (0.383, 3.111, 0.793)
C (0.281, 4.436, 1.218)
C (-0.972, 4.979, 1.370)
C (-2.089, 4.195, 1.083)
C (-3.450, 4.682, 1.199)
N (-3.808, 5.883, 1.615)
H (-6.414, 2.041, 0.028)
H (-5.890, -0.266, -0.816)
H (-3.507, -0.978, -0.905)
H (1.352, 2.634, 0.678)
H (1.176, 5.004, 1.429)
H (-1.113, 5.998, 1.708)
C (-0.605, -3.237, -0.749)
C (-0.307, -4.426, -0.693)
C (0.058, -5.807, -0.606)
C (-0.652, -6.793, -1.302)
C (-0.295, -8.128, -1.209)
C (0.781, -8.516, -0.421)
C (1.496, -7.549, 0.274)
C (1.141, -6.213, 0.184)
H (-1.489, -6.489, -1.918)
H (-0.860, -8.873, -1.757)
H (1.060, -9.560, -0.349)
H (2.338, -7.836, 0.891)
H (1.700, -5.459, 0.724)

The following is a quantum chemistry calculation of an isolated ion of composition C5H12NO and charge +1, from OMol25.

Properties
2S+1 ... 1
HOMO energy ... -15.105 eV
LUMO energy ... -3.20 eV
SMILES ... CC1([NH2+]CO)CC1
Relative energy (zero: lowest compared OMol25 entry of this formula, charge and spin) ... 55.5 kcal per mole
Largest force on an atom ... 5.0 eV Å⁻¹
Charge ... +1

Element x y z (Å)
C (-1.139, -1.433, 0.043)
C (-0.628, 0.030, 0.171)
N (0.723, 0.051, 0.641)
C (1.842, -0.215, -0.296)
O (2.905, 0.606, 0.004)
C (-1.137, 0.959, -0.859)
C (-1.662, 1.081, 0.569)
H (-1.134, -1.787, 0.996)
H (-0.524, -2.092, -0.627)
H (-2.142, -1.796, -0.457)
H (0.806, -0.560, 1.461)
H (1.080, 1.102, 0.882)
H (2.077, -1.194, -0.177)
H (1.454, -0.032, -1.316)
H (3.761, 0.188, -0.251)
H (-1.691, 0.478, -1.648)
H (-0.665, 1.913, -1.269)
H (-1.224, 1.874, 1.221)
H (-2.704, 0.827, 0.912)

The following is a quantum chemistry calculation of a 2-piece molecular cluster, C3H7O3 overall, from OMol25.

Properties
2S+1 ... 1
HOMO energy ... -4.360 eV
LUMO energy ... 4.05 eV
Relative energy (zero: lowest compared OMol25 entry of this formula, charge and spin) ... 17.7 kcal per mole
Largest force on an atom ... 2.2 eV Å⁻¹
Charge ... -1

Element x y z (Å)
C (1.370, -1.410, -1.131)
O (0.042, -1.012, -1.422)
H (-0.308, -0.943, -0.489)
H (1.436, -2.474, -0.845)
H (1.883, -0.694, -0.493)
H (1.927, -1.515, -2.083)
C (-0.812, 1.635, 0.514)
C (-1.056, 0.494, 1.471)
O (-1.077, -0.667, 0.947)
O (-1.249, 0.805, 2.666)
H (-1.181, 1.395, -0.483)
H (0.271, 1.819, 0.473)
H (-1.247, 2.567, 0.875)

The following is a quantum chemistry calculation of C32H35IrN6O2P as an isolated structure, from OMol25.

Properties
2S+1 ... 2
HOMO energy (alpha / beta) ... -13.267 / -13.406 eV
Expectation value of S² ... 0.7564
LUMO energy (alpha / beta) ... -7.25 / -7.15 eV
Relative energy (zero: lowest compared OMol25 entry of this formula, charge and spin) ... 72.3 kcal per mole
Largest force on an atom ... 4.2 eV Å⁻¹
Charge ... +2

Element x y z (Å)
Ir (0.320, -0.073, -0.286)
C (3.796, -0.785, -1.505)
C (2.900, -0.260, -2.585)
C (3.312, -0.371, -3.910)
C (2.515, 0.118, -4.921)
C (1.344, 0.771, -4.587)
C (0.995, 0.886, -3.254)
N (1.728, 0.331, -2.267)
C (-0.151, 1.713, -2.823)
C (-0.872, 2.514, -3.691)
C (-1.842, 3.353, -3.167)
C (-2.014, 3.411, -1.798)
C (-1.260, 2.573, -0.985)
N (-0.385, 1.715, -1.512)
C (-1.312, 2.635, 0.492)
C (-2.240, 3.429, 1.141)
C (-2.223, 3.487, 2.520)
C (-1.276, 2.752, 3.200)
C (-0.378, 1.955, 2.496)
C (0.630, 1.152, 3.264)
N (-0.401, 1.899, 1.151)
H (4.502, -1.507, -1.910)
H (3.227, -1.241, -0.709)
H (4.377, 0.036, -1.074)
H (4.258, -0.848, -4.131)
H (2.806, 0.011, -5.959)
H (0.720, 1.187, -5.364)
H (-0.670, 2.518, -4.751)
H (-2.436, 3.980, -3.821)
H (-2.713, 4.116, -1.377)
H (-2.993, 3.971, 0.591)
H (-2.952, 4.086, 3.052)
H (-1.225, 2.777, 4.281)
H (0.306, 1.036, 4.297)
H (1.595, 1.664, 3.277)
H (0.775, 0.171, 2.829)
C (-2.465, -0.368, -1.753)
H (-2.303, 0.160, -2.686)
H (-2.854, 0.189, -0.909)
H (-2.647, -1.433, -1.793)
C (1.633, -3.156, -1.432)
P (0.130, -2.144, -1.409)
C (-0.272, -2.059, -3.182)
C (-1.043, -3.315, -0.675)
H (1.362, -4.132, -1.838)
H (2.010, -3.287, -0.417)
H (2.404, -2.717, -2.056)
H (-0.778, -2.980, -3.475)
H (0.652, -1.964, -3.754)
H (-0.912, -1.216, -3.414)
H (-1.168, -4.142, -1.375)
H (-2.009, -2.867, -0.454)
H (-0.611, -3.688, 0.251)
N (2.845, 1.407, 0.869)
C (3.929, 1.376, 1.663)
C (4.012, 0.102, 2.179)
C (2.917, -0.581, 1.638)
N (2.218, 0.222, 0.842)
H (2.477, 2.184, 0.346)
H (4.557, 2.241, 1.807)
H (4.754, -0.286, 2.856)
H (2.604, -1.600, 1.797)
O (-3.235, 0.627, 1.005)
C (-2.478, -0.166, 1.508)
N (-1.285, -0.649, 0.935)
C (-0.700, -1.544, 1.808)
O (0.406, -2.029, 1.586)
C (-1.573, -1.729, 2.990)
C (-1.442, -2.502, 4.124)
C (-2.430, -2.375, 5.099)
C (-3.503, -1.508, 4.927)
C (-3.632, -0.737, 3.770)
C (-2.645, -0.868, 2.820)
H (-0.608, -3.180, 4.254)
H (-2.357, -2.953, 6.011)
H (-4.253, -1.431, 5.703)
H (-4.468, -0.065, 3.628)

The following is a quantum chemistry calculation of C36H29MnNO2S3 as an isolated structure, from OMol25.

Properties
2S+1 ... 6
HOMO energy (alpha / beta) ... -7.093 / -7.566 eV
Expectation value of S² ... 8.7603
LUMO energy (alpha / beta) ... -0.52 / -0.55 eV
Relative energy (zero: lowest compared OMol25 entry of this formula, charge and spin) ... 18.6 kcal per mole
Largest force on an atom ... 0.8 eV Å⁻¹
Charge ... 0

Element x y z (Å)
Mn (3.144, 0.137, 2.239)
C (-0.332, -5.774, -3.135)
C (0.155, -4.904, -2.011)
C (-0.054, -5.263, -0.682)
C (0.389, -4.450, 0.352)
C (1.020, -3.257, 0.043)
C (1.272, -2.892, -1.269)
C (0.836, -3.720, -2.287)
S (1.571, -2.211, 1.372)
O (2.467, -1.195, 0.682)
C (0.074, -1.333, 1.821)
C (-0.346, -1.636, 3.137)
C (-1.409, -0.989, 3.688)
C (-2.102, -0.006, 2.945)
C (-3.215, 0.677, 3.494)
C (-3.902, 1.597, 2.759)
C (-3.511, 1.873, 1.431)
C (-2.436, 1.240, 0.879)
C (-1.684, 0.294, 1.625)
C (-0.553, -0.374, 1.067)
C (-0.259, -0.134, -0.381)
C (-1.039, -0.907, -1.309)
C (-1.958, -1.895, -0.872)
C (-2.660, -2.647, -1.772)
C (-2.489, -2.453, -3.157)
C (-1.618, -1.503, -3.608)
C (-0.878, -0.711, -2.700)
C (0.038, 0.267, -3.161)
C (0.759, 1.002, -2.276)
C (0.600, 0.808, -0.882)
S (1.763, 1.795, 0.072)
O (1.553, 1.485, 1.536)
C (1.103, 3.419, -0.206)
C (1.897, 4.297, -0.924)
C (1.445, 5.591, -1.147)
C (0.223, 6.015, -0.641)
C (-0.266, 7.419, -0.863)
C (-0.546, 5.114, 0.103)
C (-0.115, 3.822, 0.324)
H (-0.746, -6.710, -2.764)
H (0.480, -6.010, -3.825)
H (-1.108, -5.263, -3.708)
H (-0.555, -6.194, -0.451)
H (0.238, -4.743, 1.384)
H (1.826, -1.983, -1.472)
H (1.025, -3.442, -3.318)
H (0.218, -2.361, 3.711)
H (-1.725, -1.210, 4.699)
H (-3.513, 0.447, 4.510)
H (-4.754, 2.110, 3.186)
H (-4.072, 2.590, 0.846)
H (-2.153, 1.456, -0.143)
H (-2.095, -2.068, 0.186)
H (-3.351, -3.400, -1.417)
H (-3.051, -3.056, -3.859)
H (-1.477, -1.342, -4.670)
H (0.165, 0.412, -4.227)
H (1.473, 1.738, -2.625)
H (2.863, 3.976, -1.296)
H (2.061, 6.282, -1.710)
H (0.420, 7.983, -1.492)
H (-0.367, 7.946, 0.088)
H (-1.247, 7.418, -1.341)
H (-1.492, 5.441, 0.518)
H (-0.699, 3.135, 0.923)
S (5.039, 1.338, 1.065)
C (6.044, 0.044, 1.431)
N (6.740, -0.848, 1.681)
C (3.607, -0.499, 4.172)
H (2.809, -0.788, 4.863)
H (4.145, 0.335, 4.638)
H (4.314, -1.334, 4.129)

The following is a quantum chemistry calculation of an isolated ion of composition C3H10NOSi and charge -1, from OMol25.

Properties
2S+1 ... 1
HOMO energy ... -2.826 eV
LUMO energy ... 4.31 eV
Relative energy (zero: lowest compared OMol25 entry of this formula, charge and spin) ... 59.9 kcal per mole
Largest force on an atom ... 4.2 eV Å⁻¹
Charge ... -1

Element x y z (Å)
C (-0.290, -2.123, 1.171)
C (1.667, 1.171, -0.670)
C (-1.294, 1.280, 0.113)
N (0.566, -1.090, 0.284)
O (0.218, -1.323, -1.224)
Si (-0.017, 0.286, -0.807)
H (0.385, -3.005, 1.466)
H (-0.639, -1.688, 2.074)
H (-1.160, -2.448, 0.460)
H (1.784, 1.258, 0.486)
H (2.539, 0.670, -1.015)
H (1.615, 2.224, -0.970)
H (-1.780, 2.069, -0.503)
H (-1.983, 0.485, 0.494)
H (-0.807, 1.826, 0.963)
H (-0.804, 0.406, -2.323)

The following is a quantum chemistry calculation of a 2-piece molecular cluster, C2HBrF2S overall, from OMol25.

Properties
2S+1 ... 1
HOMO energy (alpha / beta) ... -8.931 / -10.393 eV
LUMO energy (alpha / beta) ... -0.63 / -1.37 eV
Relative energy (zero: lowest compared OMol25 entry of this formula, charge and spin) ... 100.6 kcal per mole
Largest force on an atom ... 1.8 eV Å⁻¹
Charge ... 0

Element x y z (Å)
C (-0.325, -0.482, 0.315)
C (0.504, 0.332, -0.594)
F (0.146, 1.536, -1.025)
F (1.806, 0.219, -0.520)
S (-0.329, -1.116, -1.335)
Br (0.166, -1.443, 1.867)
H (-1.968, 0.954, 1.293)

The following is a quantum chemistry calculation of a 2-piece molecular cluster, C3H6ClNO overall, from OMol25.

Properties
2S+1 ... 1
HOMO energy (alpha / beta) ... -9.012 / -8.361 eV
LUMO energy (alpha / beta) ... 0.40 / -4.16 eV
Relative energy (zero: lowest compared OMol25 entry of this formula, charge and spin) ... 133.5 kcal per mole
Largest force on an atom ... 2.6 eV Å⁻¹
Charge ... 0

Element x y z (Å)
C (0.622, -1.244, -0.910)
C (-0.514, 0.188, 0.961)
C (-0.264, -0.154, -0.490)
N (-0.813, 0.537, -1.355)
O (-1.415, 1.478, -1.811)
Cl (1.352, 2.650, 2.870)
H (0.183, -1.534, -1.953)
H (0.585, -1.991, -0.065)
H (1.687, -0.981, -1.052)
H (-0.082, -0.476, 1.625)
H (0.182, 0.998, 0.995)
H (-1.523, 0.528, 1.185)